1.
5 unconnected molecules or ions with the total composition C32H40N5O2S in a non-equilibrium geometry, computed with ωB97M-V with the def2-TZVPD basis set.

Computed properties:
LUMO energy: -4.3 eV
spin multiplicity: 1
net charge: +1

Each line ends with the Mulliken charge.
Atoms and positions in Å:
1 C 9.005 -0.050 -0.517  -0.8780
2 C 9.105 -0.732 -2.009  0.2901
3 O 8.677 -2.169 -1.978  -0.5476
4 C 8.409 0.135 -3.214  -0.7154
5 N 6.995 0.596 -2.944  -0.3944
6 C 6.007 -0.548 -2.873  0.1185
7 C 4.450 -0.038 -2.695  -0.1541
8 O 3.529 -0.518 -3.734  -0.3107
9 S 2.470 -1.728 -3.164  0.3645
10 C 3.367 -2.923 -1.972  -0.5603
11 C 1.054 -0.897 -2.185  0.3638
12 C -0.541 -1.196 -2.590  -0.4324
13 C -1.825 -0.498 -1.815  -0.4410
14 C -1.522 0.550 -0.585  0.1122
15 C 0.018 0.878 -0.130  -0.5043
16 C 1.283 0.134 -0.928  0.0042
17 H 10.060 0.462 -0.296  0.3201
18 H 8.206 0.800 -0.414  0.1162
19 H 8.903 -0.891 0.322  0.2495
20 H 10.270 -0.779 -2.268  0.3266
21 H 8.065 -2.316 -1.177  0.2801
22 H 9.069 1.079 -3.425  0.3343
23 H 8.385 -0.545 -4.186  0.3075
24 H 6.923 1.251 -2.135  0.2800
25 H 6.036 -1.279 -3.788  0.2175
26 H 6.264 -1.171 -1.898  -0.1762
27 H 4.494 1.153 -2.773  0.3356
28 H 4.130 -0.270 -1.594  -0.0299
29 H 2.829 -2.864 -0.932  0.3227
30 H 4.528 -2.723 -1.925  0.1567
31 H 3.191 -4.009 -2.426  0.3633
32 H -0.827 -1.937 -3.481  0.2608
33 H -2.957 -0.677 -2.091  0.3756
34 H -2.383 1.116 0.002  0.2089
35 H 0.261 1.635 0.745  0.3285
36 H 2.352 0.401 -0.527  0.1530
37 N -4.286 2.590 0.340  -0.2475
38 C -4.772 3.264 -0.725  -0.1223
39 C -5.858 4.123 -0.663  -0.7062
40 C -6.489 4.299 0.563  -0.0973
41 C -6.013 3.616 1.678  -0.7129
42 C -4.918 2.782 1.518  -0.0773
43 H -4.247 3.091 -1.660  0.3832
44 H -6.203 4.641 -1.551  0.3686
45 H -7.344 4.962 0.650  0.3916
46 H -6.483 3.731 2.648  0.3837
47 H -4.508 2.230 2.359  0.3805
48 N 6.347 1.664 1.341  -0.3035
49 C 5.945 0.421 1.683  0.1448
50 C 5.597 0.050 2.972  -0.8345
51 C 5.669 1.011 3.975  -0.1285
52 C 6.081 2.300 3.654  -0.4627
53 C 6.405 2.576 2.336  -0.2662
54 H 5.908 -0.294 0.866  0.3516
55 H 5.278 -0.963 3.189  0.3705
56 H 5.405 0.758 4.997  0.3770
57 H 6.148 3.072 4.413  0.3893
58 H 6.729 3.569 2.035  0.3662
59 N -5.792 -1.580 1.216  -0.3829
60 C -4.505 -1.491 0.816  -0.1271
61 C -3.653 -2.580 0.713  -0.3213
62 C -4.149 -3.836 1.044  -0.3178
63 C -5.470 -3.959 1.462  -0.6330
64 C -6.245 -2.813 1.530  -0.1470
65 H -4.164 -0.489 0.571  0.1999
66 H -2.629 -2.451 0.383  0.4079
67 H -3.511 -4.713 0.977  0.3718
68 H -5.886 -4.925 1.728  0.3734
69 H -7.283 -2.857 1.847  0.3767
70 N -10.396 -0.083 3.248  -0.5746
71 C -11.233 0.295 2.257  -0.2778
72 C -10.892 0.285 0.914  -0.3496
73 C -9.613 -0.133 0.563  -0.4730
74 C -8.727 -0.526 1.561  -0.0397
75 C -9.162 -0.485 2.876  -0.3889
76 H -12.219 0.616 2.581  0.3448
77 H -11.606 0.597 0.160  0.3716
78 H -9.308 -0.153 -0.479  0.4040
79 H -7.723 -0.857 1.321  0.8084
80 H -8.509 -0.786 3.691  0.3795

2.
A molecular structure, C32H22N4O7PPdS2Se in a non-equilibrium geometry, computed with ωB97M-V with the def2-TZVPD basis set.

Computed properties:
LUMO energy (spin up / spin down): 1.3 / -1.5 eV
spin multiplicity: 5
net charge: -1
⟨S²⟩: 6.08

Each line ends with the Mulliken charge.
Atoms and positions in Å:
1 Pd -0.813 0.620 0.106  0.3079
2 C 3.768 0.593 3.721  -0.5712
3 C 2.988 1.550 3.092  -0.5199
4 C 1.703 1.223 2.589  -0.5871
5 C 1.196 -0.050 2.669  0.9688
6 C 2.007 -1.072 3.231  -0.5567
7 C 3.278 -0.715 3.739  -0.3984
8 P -0.432 -0.361 2.114  0.8600
9 C -0.761 -2.031 1.838  0.7281
10 C -0.008 -2.666 0.888  -0.4143
11 C -0.188 -4.010 0.601  -0.8376
12 C -1.192 -4.774 1.256  -0.5971
13 C -2.036 -4.073 2.071  -0.9237
14 C -1.907 -2.672 2.522  0.4029
15 C -1.551 0.455 3.228  0.2377
16 C -1.826 0.090 4.512  -0.0757
17 C -2.871 0.789 5.275  -1.0715
18 C -3.522 1.921 4.720  -0.4749
19 C -3.244 2.341 3.394  0.6698
20 C -3.942 3.366 2.681  -0.8242
21 C -3.903 3.346 1.288  -0.7894
22 C -3.206 2.438 0.517  -0.2842
23 C -2.391 1.499 1.203  -0.7143
24 C -2.297 1.530 2.608  0.7816
25 H 4.770 0.883 4.126  0.3273
26 H 3.302 2.555 2.810  0.3639
27 H 1.056 2.012 2.134  0.1919
28 H 1.660 -2.117 3.265  0.3337
29 H 3.879 -1.580 4.102  0.3196
30 H 0.734 -2.044 0.416  0.5370
31 H 0.360 -4.438 -0.208  0.4379
32 H -1.356 -5.832 1.061  0.4091
33 H -3.004 -4.559 2.300  0.3288
34 H -1.890 -2.566 3.619  0.1811
35 H -1.311 -0.799 4.848  0.4955
36 H -3.157 0.467 6.292  0.3473
37 H -4.292 2.533 5.295  0.2901
38 H -4.361 4.201 3.318  0.3000
39 H -4.511 4.101 0.851  0.4192
40 H -3.212 2.455 -0.572  0.6110
41 O -4.743 -0.734 -1.625  -0.6277
42 S -3.316 -0.800 -1.411  0.9317
43 O -2.550 -1.725 -2.259  -0.6412
44 O -2.752 0.512 -1.145  -0.5051
45 O -3.132 -1.699 0.106  -0.3183
46 Se -5.027 -0.091 1.545  0.0403
47 C -3.634 -1.392 1.326  0.2477
48 N -3.236 -2.026 2.339  -0.3740
49 O 3.516 -2.684 -6.669  -0.6127
50 S 4.630 -1.741 -7.060  1.1286
51 O 4.237 -1.159 -8.324  -0.4977
52 O 6.016 -2.067 -6.722  -0.5860
53 C 4.288 -0.130 -6.261  0.3544
54 N 5.094 0.879 -6.643  -0.5987
55 C 4.698 2.042 -6.127  -0.5531
56 C 3.604 2.150 -5.281  -0.5143
57 C 2.931 1.043 -4.861  0.3846
58 N 3.330 -0.136 -5.397  -0.1841
59 C 1.911 1.006 -3.822  1.4670
60 C 1.240 -0.217 -3.549  -1.1149
61 C 0.363 -0.230 -2.454  -0.2262
62 N 0.102 0.867 -1.735  -0.2912
63 C 0.787 1.987 -2.000  -0.5049
64 C 1.666 2.117 -3.087  -1.0308
65 H 5.273 2.857 -6.555  0.4088
66 H 3.367 3.134 -4.873  0.3114
67 H 1.430 -1.154 -4.138  0.4318
68 H -0.219 -1.094 -2.218  0.6024
69 H 0.533 2.794 -1.297  0.4476
70 H 2.078 3.077 -3.323  0.2142

3.
A molecular structure, C22H35BrFeO2P2 in a non-equilibrium geometry, computed with ωB97M-V with the def2-TZVPD basis set.

Computed properties:
LUMO energy (spin up / spin down): 0.0 / -0.6 eV
spin multiplicity: 5
net charge: 0
⟨S²⟩: 6.02

Each line ends with the Mulliken charge.
Atoms and positions in Å:
1 P 0.789 -1.797 -3.993  1.5999
2 P 0.692 1.346 -4.614  1.1949
3 C 0.455 -1.102 -5.636  -0.9585
4 C 1.247 0.155 -5.933  -1.3696
5 H -0.637 -0.939 -5.640  0.2860
6 H 0.738 -1.938 -6.265  0.7689
7 H 2.339 0.051 -5.899  0.4563
8 H 0.953 0.561 -6.903  0.5594
9 C -0.223 2.441 -5.840  -1.8691
10 H -0.722 3.290 -5.356  0.4868
11 H -1.003 1.900 -6.401  0.2469
12 H 0.485 2.864 -6.577  0.5409
13 C 2.082 2.523 -4.379  -1.5344
14 H 2.148 3.208 -5.232  0.4089
15 H 3.007 1.956 -4.259  0.4386
16 H 1.858 3.091 -3.465  0.3693
17 C -0.131 -3.345 -4.208  -1.2987
18 H 0.075 -4.069 -3.409  0.3960
19 H 0.221 -3.703 -5.181  0.4971
20 H -1.202 -3.078 -4.223  0.4173
21 C 2.660 -1.863 -4.123  -1.6136
22 H 3.222 -0.999 -4.523  0.4431
23 H 2.684 -2.688 -4.837  0.5328
24 H 3.086 -2.204 -3.174  0.4521
25 Fe 1.788 -1.123 -2.385  -0.0769
26 C -1.423 2.822 -3.151  -0.7209
27 C -2.619 2.999 -3.745  -0.8836
28 C -3.967 2.335 -3.449  -0.8782
29 C -3.957 0.836 -3.099  -0.7416
30 C -2.842 0.152 -3.825  -0.4082
31 C -1.880 -0.332 -3.082  -0.5571
32 C -1.004 0.456 -2.139  1.3238
33 C -1.126 1.986 -1.945  -1.0765
34 C 1.876 -2.757 -1.121  -1.3013
35 H -0.596 3.481 -3.495  1.3065
36 H -2.647 3.753 -4.538  0.4710
37 H -4.572 2.514 -4.349  0.3723
38 H -4.461 2.875 -2.618  0.3621
39 H -3.748 0.767 -2.028  0.2406
40 H -4.974 0.448 -3.204  0.4551
41 H -2.997 0.006 -4.905  0.2789
42 H -1.553 -1.419 -3.177  0.4639
43 H 0.084 0.233 -2.439  -1.6927
44 H -1.037 -0.049 -1.150  0.7305
45 H -1.867 2.117 -1.155  0.5657
46 H -0.174 2.302 -1.495  0.1999
47 H 2.768 -2.319 -0.595  0.2622
48 H 2.021 -3.793 -1.504  0.4092
49 H 0.992 -2.667 -0.466  0.3372
50 Br 2.440 2.895 0.883  -0.1753
51 C 1.177 2.139 2.081  0.0063
52 C 0.733 2.958 3.126  -0.4977
53 C -0.208 2.466 4.035  -0.4087
54 C -0.607 1.122 4.003  -0.5534
55 C -0.090 0.286 3.004  -0.3039
56 C 0.722 0.805 1.983  0.1623
57 C 0.962 0.000 0.726  0.9073
58 O 0.168 -0.966 0.520  -0.7923
59 O 1.895 0.391 -0.027  -0.7039
60 H 1.107 3.975 3.214  0.3827
61 H -0.602 3.118 4.807  0.3572
62 H -1.314 0.698 4.730  0.3443
63 H -0.330 -0.781 2.947  0.3823

Number 1: electronic energy -2065.07494 hartree. Number 2: electronic energy -5645.14582 hartree. Number 3: electronic energy -5529.88782 hartree.